[1]
Molecular formula: C3H6N4O
Method: DFT, ωB97M-V/def2-TZVPD

Cartesian coordinates (Å):
C  -0.364  -2.269  2.147
C  0.366  -1.417  1.257
C  -0.740  2.020  -1.599
N  1.239  -0.560  1.063
N  1.666  -0.095  -0.132
N  0.936  0.672  -0.839
N  -0.239  1.105  -0.633
O  -0.566  -2.211  0.712
H  0.074  -3.191  2.508
H  -1.178  -1.861  2.731
H  -0.925  2.984  -1.114
H  -0.043  2.172  -2.440
H  -1.691  1.650  -1.985
H  1.465  1.000  -1.676

* HOMO-LUMO gap: 0.329 Ha
* charge: 0
* E_HOMO: -7.943 eV

---

[2]
Molecular formula: C3H5NO2
Method: DFT, ωB97M-V/def2-TZVPD

Cartesian coordinates (Å):
O  1.881  -0.487  -0.932
C  1.642  0.044  0.128
C  0.282  -0.053  0.798
N  -0.699  -0.582  -0.118
C  -1.584  0.281  -0.712
O  -1.858  1.393  -0.312
H  2.423  0.622  0.660
H  0.387  -0.670  1.704
H  -0.072  0.933  1.111
H  -0.354  -1.325  -0.712
H  -2.048  -0.155  -1.614

* HOMO-LUMO gap: 0.403 Ha
* SMILES: O=CCNC=O
* charge: 0
* E_HOMO: -10.104 eV

---

[3]
Molecular formula: C5H8O
Method: DFT, ωB97M-V/def2-TZVPD

Cartesian coordinates (Å):
C  -2.497  0.884  -0.205
C  -1.065  1.206  -0.446
C  -0.103  0.204  -0.346
C  1.111  -0.217  -0.781
C  2.034  -0.886  0.212
O  1.538  -0.878  1.531
H  -2.885  1.497  0.623
H  -3.043  1.263  -1.081
H  -2.778  -0.165  -0.038
H  -0.294  -0.512  0.464
H  1.442  -0.142  -1.811
H  2.235  -1.933  -0.030
H  3.004  -0.358  0.160
H  1.300  0.035  1.749

* HOMO-LUMO gap (alpha / beta): 0.283 / 0.269 Ha
* charge: 0
* E_HOMO (alpha / beta): -8.123 / -7.668 eV

---

[4]
Molecular formula: C7H10N2
Method: DFT, ωB97M-V/def2-TZVPD

Cartesian coordinates (Å):
C  -3.821  1.742  0.273
C  -1.860  -1.520  -0.302
C  1.672  -0.265  0.130
C  -0.138  0.878  -1.209
C  -0.788  -0.789  1.673
C  0.332  -0.440  -0.577
C  -0.752  -0.926  0.348
N  -4.060  0.671  -0.105
N  -2.769  -1.978  -0.833
H  1.628  0.553  0.846
H  1.958  -1.175  0.654
H  2.441  -0.035  -0.604
H  0.601  1.244  -1.918
H  -1.081  0.733  -1.735
H  -0.290  1.632  -0.438
H  -4.191  -0.265  -0.428
H  0.011  -0.323  2.220
H  -1.627  -1.146  2.249
H  0.450  -1.180  -1.379

* HOMO-LUMO gap: 0.397 Ha
* charge: 0
* E_HOMO: -10.443 eV

---

[5]
Molecular formula: CH8NO
Method: DFT, ωB97M-V/def2-TZVPD

Cartesian coordinates (Å):
C  -0.727  -0.813  0.902
N  0.437  -0.899  -0.039
H  -0.719  0.144  1.389
H  -1.650  -0.906  0.329
H  -0.661  -1.618  1.639
H  0.868  -1.836  0.013
H  1.173  -0.221  0.234
H  0.132  -0.642  -0.994
H  0.046  2.511  -1.822
H  0.813  2.404  -0.516
O  0.287  1.876  -1.134

* HOMO-LUMO gap (alpha / beta): 0.161 / 0.459 Ha
* expectation value of S²: 0.75
* spin multiplicity: 2
* charge: 0
* E_HOMO (alpha / beta): -3.406 / -11.911 eV

---

[6]
Molecular formula: C24H33ClN2O2
Method: DFT, ωB97M-V/def2-TZVPD

Cartesian coordinates (Å):
C  -5.300  -0.884  -2.872
C  -5.952  -0.208  -1.671
O  -5.009  0.342  -0.777
C  -4.287  -0.497  0.049
C  -4.497  -1.852  0.225
C  -3.712  -2.553  1.128
C  -2.720  -1.912  1.841
C  -2.477  -0.553  1.668
C  -3.274  0.155  0.774
O  -3.099  1.497  0.601
H  -3.773  1.793  -0.026
C  -1.356  0.143  2.408
N  -0.034  -0.006  1.818
C  0.447  -1.368  1.799
H  1.505  -1.359  1.537
H  0.344  -1.795  2.796
H  -0.081  -2.017  1.084
C  0.119  0.677  0.542
H  -0.808  0.658  -0.044
C  0.563  2.129  0.773
C  0.334  3.016  -0.450
C  1.287  2.633  -1.577
C  2.724  2.636  -1.067
N  2.854  1.706  0.037
C  4.227  1.420  0.391
H  4.235  1.003  1.401
C  4.853  0.381  -0.558
C  4.048  -0.883  -0.547
C  4.319  -1.893  0.368
C  3.549  -3.042  0.413
C  2.487  -3.179  -0.465
C  2.196  -2.186  -1.385
C  2.979  -1.046  -1.419
H  2.756  -0.271  -2.135
H  1.365  -2.304  -2.062
Cl  1.508  -4.606  -0.407
H  3.766  -3.823  1.125
H  5.145  -1.784  1.055
H  5.874  0.184  -0.223
H  4.897  0.784  -1.570
H  4.856  2.329  0.395
C  2.043  2.143  1.157
H  2.187  1.449  1.988
H  2.332  3.157  1.493
H  3.400  2.335  -1.870
H  3.003  3.663  -0.760
H  1.040  1.635  -1.939
H  1.192  3.334  -2.409
H  -0.703  2.932  -0.780
H  0.513  4.058  -0.170
H  -0.013  2.532  1.610
H  0.897  0.171  -0.030
H  -1.302  -0.247  3.429
H  -1.578  1.211  2.453
H  -2.128  -2.465  2.553
H  -3.887  -3.609  1.271
H  -5.269  -2.373  -0.318
H  -6.543  0.652  -2.001
H  -6.620  -0.901  -1.145
H  -6.069  -1.253  -3.546
H  -4.675  -0.172  -3.405
H  -4.678  -1.718  -2.555

* HOMO-LUMO gap: 0.320 Ha
* SMILES: CCOc1cccc(CN(C)C[C@@H]2CCCN(CCc3ccc(Cl)cc3)C2)c1O
* charge: 0
* E_HOMO: -7.957 eV

---

[7]
Molecular formula: C19H23I2N4O2RhSe3Te
Method: DFT, ωB97M-V/def2-TZVPD

Cartesian coordinates (Å):
Rh  -1.320  -0.012  -0.539
I  -3.450  2.562  6.356
C  -2.604  2.222  4.490
C  -2.399  3.280  3.617
C  -1.832  3.037  2.372
I  -1.481  4.637  1.092
C  -1.438  1.747  1.960
O  -0.889  1.527  0.795
C  -1.642  0.709  2.882
C  -1.243  -0.679  2.494
N  -2.000  -1.078  1.290
C  -2.078  -2.513  1.040
C  -1.354  -2.913  -0.185
C  -0.798  -4.168  -0.343
C  -0.275  -4.523  -1.576
C  -0.317  -3.605  -2.607
C  -0.855  -2.352  -2.367
N  -1.370  -2.010  -1.177
C  -2.228  0.942  4.121
H  -2.671  4.288  3.901
H  -1.451  -1.353  3.330
H  -0.179  -0.746  2.268
H  -2.959  -0.735  1.404
H  -3.129  -2.761  0.868
H  -1.747  -3.099  1.900
H  -0.789  -4.856  0.492
H  0.150  -5.508  -1.727
H  0.073  -3.838  -3.588
H  -0.895  -1.586  -3.126
H  -2.384  0.112  4.802
Se  -1.664  0.790  -2.845
Se  -4.033  0.769  -2.729
Te  -3.742  1.421  -0.308
Se  -5.210  0.022  0.939
C  2.077  0.492  -3.900
N  2.615  0.819  -2.590
C  3.945  1.405  -2.519
C  4.006  2.321  -1.317
C  3.735  1.486  -0.090
N  2.537  0.669  -0.265
C  1.964  0.151  0.962
C  1.958  0.406  -1.468
O  0.867  -0.187  -1.578
H  2.229  1.338  -4.571
H  1.015  0.291  -3.822
H  2.568  -0.388  -4.329
H  4.123  1.949  -3.445
H  4.712  0.626  -2.441
H  3.240  3.093  -1.419
H  4.980  2.805  -1.237
H  3.584  2.115  0.789
H  4.591  0.837  0.117
H  1.585  0.959  1.586
H  2.730  -0.409  1.507
H  1.142  -0.509  0.729

* HOMO-LUMO gap (alpha / beta): 0.214 / 0.224 Ha
* charge: 0
* E_HOMO (alpha / beta): -6.949 / -6.898 eV

---

[8]
Molecular formula: C4H13N2O
Method: DFT, ωB97M-V/def2-TZVPD

Cartesian coordinates (Å):
C  -1.063  1.154  1.634
C  0.345  0.512  1.667
C  0.611  -0.255  0.422
C  1.050  -1.515  0.374
N  1.624  -1.934  -0.928
N  -1.368  1.823  0.369
H  -1.072  1.894  2.445
H  -1.839  0.449  1.962
H  0.300  -0.223  2.485
H  1.129  1.200  1.942
H  0.658  0.378  -0.464
H  0.995  -2.340  1.062
H  2.589  -2.255  -0.873
H  1.044  -2.642  -1.377
H  1.623  -1.131  -1.549
H  -1.070  1.329  -0.462
H  -2.360  1.939  0.422
H  -0.535  0.638  -3.593
H  -1.806  0.521  -2.828
O  -0.854  0.457  -2.714

* HOMO-LUMO gap: 0.318 Ha
* charge: +1
* E_HOMO: -12.200 eV

---

It is found that the maximum force values, taken in the order of the records, are 1.91; 0.63; 1.01; 0.86; 0.65; 0.69; 2.76; 2.85 eV/Å.
It is found that the ΔE to the lowest compared entry with this formula, charge and spin values, taken in the order of the records, are 601.3; 81.1; 479.7; 211.0; 6.7; 0.8; 142.4; 258.0 kJ/mol.
It is found that the energy values, taken in the order of the records, are -411.97991; -322.54345; -270.37517; -382.17178; -172.76388; -1654.50822; -9285.63498; -344.66859 Eh.